Entry 1:
79
Properties=species:S:1:pos:R:3:forces:R:3 method="wB97M-V/def2-TZVPD" spin_multiplicity=1 lumo_energy_ha=-0.219 homo_energy_ev=-9.0314 orbital_gap_ev=3.062
Be -12.10871 12.18995 20.51914 0.2 0.3 -0.2
N -12.85215 13.23502 24.45068 -0.4 -2.2 0.3
O -13.61590 12.46475 23.82682 -0.3 0.6 0.8
O -12.87077 13.37623 25.67468 -0.1 0.4 -1.3
O -11.95575 13.73193 23.74023 0.8 0.8 -0.5
N -10.86386 11.07510 16.87196 2.4 -0.3 0.5
O -10.55351 10.82231 15.69740 -1.1 0.3 1.6
O -11.63016 12.02135 17.17498 -1.2 0.6 -0.1
O -10.32014 10.54625 17.86458 -0.3 -0.6 -1.0
C -11.45024 5.57012 17.80827 -0.3 0.5 -0.4
C -11.56896 5.71473 19.32449 1.8 0.5 -0.9
O -12.86090 5.60468 19.79963 -3.2 0.1 0.9
C -13.54964 6.67786 20.20308 2.8 4.1 -0.5
O -13.07944 7.84816 20.26988 -1.8 -4.1 0.0
C -15.04959 6.38378 20.42433 1.2 0.3 1.4
F -15.16649 5.12158 20.79890 -0.6 -0.5 0.3
F -15.61909 7.18782 21.34649 0.6 -0.5 -0.3
F -15.66793 6.57969 19.30395 -1.0 0.1 -1.6
H -10.39286 5.68211 17.56846 0.0 -0.3 -0.1
H -11.94635 6.35929 17.24331 0.0 0.5 0.5
H -11.88990 4.70167 17.31777 0.3 -0.6 0.6
H -11.18834 6.70011 19.59332 0.2 -0.1 0.1
H -10.99957 4.94046 19.83867 0.1 0.0 -0.1
C -6.68053 13.14446 17.23449 -0.4 0.8 0.4
C -7.38860 14.49799 17.74486 0.8 -1.6 -1.6
O -6.99097 14.93194 19.03751 -0.2 -1.0 2.0
C -7.65668 14.39701 20.09758 -1.2 -0.3 -1.0
O -8.70778 13.77709 20.09271 1.7 0.8 -0.4
C -7.03196 14.74651 21.46733 1.0 0.3 -1.3
F -6.92572 13.66274 22.20953 0.6 -0.5 0.1
F -5.84301 15.37949 21.32969 -0.2 -0.7 0.2
F -7.82674 15.56901 22.08179 -1.2 1.2 0.9
H -6.69619 13.08344 16.14631 -0.6 0.3 -0.1
H -7.08278 12.19987 17.60061 -0.1 0.3 0.3
H -5.60370 13.16711 17.40191 0.0 0.2 0.6
H -8.47811 14.47311 17.72412 0.1 -0.2 -0.3
H -6.97146 15.22824 17.05142 -0.4 0.4 0.3
C -9.02817 9.08208 27.18929 0.8 0.4 -0.4
C -9.03211 9.89818 25.86915 -2.0 -1.1 1.1
O -8.31596 9.19895 24.85583 1.1 0.0 -3.1
C -8.51761 9.47643 23.50701 -3.2 3.9 0.7
O -9.45163 10.20272 23.02393 3.9 -3.5 2.3
C -7.38341 9.03543 22.52116 -0.2 -0.5 0.8
F -6.27115 8.53877 23.10805 -0.8 0.6 -0.3
F -7.90547 8.04631 21.76928 0.4 0.6 -0.2
F -7.04918 10.11151 21.78281 -0.1 -1.1 0.3
H -9.33950 8.04097 27.10416 -0.1 0.1 -0.4
H -9.70277 9.55676 27.90183 0.0 0.2 -0.1
H -8.02769 9.08708 27.62187 0.0 0.0 0.1
H -8.67231 10.90862 26.06318 0.2 -0.1 -0.5
H -10.07997 9.89477 25.56905 0.0 0.6 -0.2
C -9.85307 18.60024 19.21486 0.4 0.7 -0.1
C -11.19243 18.03365 18.90618 0.0 -0.4 -0.9
O -12.09394 18.28699 19.96203 -1.1 -0.8 1.0
C -12.85782 17.27803 20.40197 0.9 -0.1 -0.5
O -12.80510 16.11639 20.06201 -0.2 1.3 0.5
C -13.87228 17.79962 21.45846 0.5 1.3 -1.5
F -15.07769 17.72510 20.88695 -0.4 0.2 0.1
F -13.83725 17.02282 22.48364 -0.1 -0.8 1.7
F -13.65405 19.09777 21.83764 -0.2 -1.4 -0.3
H -9.40606 18.18445 20.11786 0.1 -0.6 -0.3
H -9.82223 19.67059 19.41859 -0.4 0.1 -0.4
H -9.29687 18.39018 18.30128 0.7 0.1 0.3
H -11.06067 16.97931 18.66302 -0.3 -0.2 0.6
H -11.67633 18.43520 18.01585 0.3 0.4 -0.1
C -17.82567 13.38855 21.53548 1.0 0.1 0.6
C -18.19630 11.91665 21.44745 1.0 1.4 1.9
O -18.18285 11.42208 20.15416 0.9 -0.8 -3.8
C -17.01215 11.33978 19.41165 1.6 -0.5 3.1
O -15.87699 11.54347 19.82986 -2.3 0.2 -0.5
C -17.13160 10.72407 17.99983 0.2 0.6 0.4
F -18.29740 10.15287 17.88335 -1.0 -0.7 -0.6
F -16.99697 11.71511 17.12695 -0.3 0.5 -0.5
F -16.16988 9.84556 17.70063 -0.2 0.0 0.7
H -16.74789 13.48099 21.40158 0.0 0.2 -0.5
H -17.95476 13.71280 22.56809 -0.3 0.0 0.1
H -18.36928 14.08347 20.89543 -0.1 -0.3 -0.1
H -19.16274 11.83574 21.94500 -0.3 -0.7 -0.8
H -17.47403 11.34358 22.02884 0.0 0.0 0.2


Entry 2:
13
Properties=species:S:1:pos:R:3:forces:R:3 method="wB97M-V/def2-TZVPD" spin_multiplicity=1 lumo_energy_ha="0.006 / 0.000" homo_energy_ev="-8.0701 / -8.7947" orbital_gap_ev="8.244 / 8.790"
C 2.00470 0.72759 -0.11167 -0.4 -0.9 -0.2
C 0.56693 -0.41665 0.10533 0.9 2.1 0.2
C -1.58369 1.26627 0.17641 2.6 1.5 4.2
C -0.23249 -1.61178 -0.02706 -0.8 0.6 2.3
N 1.53197 0.13797 0.94999 -0.2 0.0 1.9
O 1.17851 0.17047 -1.01359 -1.1 -0.1 -2.6
H 2.73763 1.40551 -0.47796 0.6 0.5 0.6
H -2.00276 1.17118 -0.72737 -1.4 -0.3 -3.2
H -1.08956 2.26285 0.47489 -0.9 -1.9 -0.5
H -1.82441 0.55301 0.96583 0.0 0.5 -0.2
H 0.35964 -2.42297 0.31557 0.1 -1.2 0.5
H -0.38942 -1.68994 -1.02834 -0.4 -0.5 -3.1
H -1.25705 -1.55351 0.39797 0.9 -0.2 0.3


Entry 3:
11
Properties=species:S:1:pos:R:3:forces:R:3 method="wB97M-V/def2-TZVPD" spin_multiplicity=1 lumo_energy_ha="-0.046 / 0.005" homo_energy_ev="-8.0067 / -10.0848" orbital_gap_ev="6.744 / 10.212"
C -0.47833 0.42745 0.13542 2.4 -1.0 3.3
N 0.89868 -1.12968 -0.80597 -1.9 3.3 -1.4
N 2.97397 0.42328 -0.05934 0.0 0.4 -1.4
O 2.77063 0.06051 1.05918 1.0 1.0 -0.5
O 3.59929 1.27989 -0.65219 -0.9 -1.3 1.9
O 1.63535 -2.15019 -0.61379 1.3 -2.4 0.3
O 0.24829 -0.77417 0.35295 0.9 -2.0 -0.1
H -0.21002 0.73389 -0.77700 -0.3 1.2 -4.0
H 0.06547 1.10938 0.77674 -0.7 0.6 0.7
H -1.43659 0.16260 0.43239 -2.0 0.5 0.0
H 1.75414 -2.27528 0.32583 0.2 -0.3 1.1


Entry 4:
33
Properties=species:S:1:pos:R:3:forces:R:3 method="wB97M-V/def2-TZVPD" spin_multiplicity=2 lumo_energy_ha="-0.205 / -0.445" homo_energy_ev="-15.3887 / -15.3887" s_squared=0.75 total_charge=+2 orbital_gap_ev="9.818 / 3.270"
K 2.21746 -1.09911 0.54618 -0.3 -0.2 0.3
C 1.81007 1.86057 -1.65034 1.2 -1.7 0.8
O 0.92719 1.21520 -0.64767 -0.4 1.1 -1.8
C -0.15391 2.01449 -0.20346 0.3 2.2 0.6
C -1.03041 2.87857 -1.16391 0.7 -2.7 0.6
O -0.35816 3.99923 -1.64179 0.3 -0.6 0.2
C -1.05930 4.75131 -2.55661 0.3 1.5 -0.8
H 1.56551 1.73237 -2.70479 -1.1 0.3 0.1
H 2.69007 1.21867 -1.60949 0.2 -0.1 0.1
H 2.24821 2.83012 -1.41349 -0.8 0.3 0.3
H 0.26498 2.81933 0.40058 0.3 0.0 0.6
H -0.82581 1.47839 0.46680 0.1 -0.5 -0.3
H -1.91302 3.21910 -0.62250 -0.2 0.3 0.4
H -1.46062 2.26631 -1.95647 -0.1 0.3 -0.8
H -1.23885 4.19456 -3.47633 -0.3 -0.5 -0.1
H -0.47236 5.62552 -2.83832 0.0 0.0 0.4
H -2.01090 5.00395 -2.08893 -0.4 0.1 -0.2
C 1.58727 -3.35154 3.73633 0.1 0.4 0.4
O 0.99488 -2.67485 2.61419 0.7 -0.1 0.2
C -0.19951 -3.31428 2.19721 0.6 0.1 0.1
C -0.38856 -3.13480 0.74422 -1.1 -2.1 -0.2
O -0.45554 -1.81471 0.33421 -1.1 1.4 -1.0
C -1.32330 -1.62071 -0.83375 1.6 -0.4 -0.4
H 1.93328 -4.36592 3.53775 -0.4 -0.2 -0.5
H 0.86460 -3.36066 4.55228 0.1 -0.1 0.1
H 2.49424 -2.83857 4.05626 -0.3 0.4 -0.1
H -1.10691 -2.93823 2.66978 0.2 0.1 0.7
H -0.07720 -4.38646 2.35077 -0.4 -0.1 0.2
H -1.32138 -3.68317 0.61289 -0.6 0.3 -0.4
H 0.27431 -3.79514 0.18507 0.8 0.5 -0.4
H -0.93245 -2.27660 -1.61166 -0.1 -0.2 -0.2
H -1.15455 -0.61673 -1.22319 -0.1 0.1 0.4
H -2.38935 -1.83622 -0.76180 0.1 0.0 0.9


In the order shown, the computed energy relative to the best compared isomer or geometry (same formula, charge and spin) values come out to 255.7; 144.3; 133.8; 0.0 kcal/mol.
In the order shown, the computed E_tot values come out to -98032.818; -7793.386; -12263.731; -33115.614 eV.